1.
{
  "formula": "C28H46As2BrGeNO5Pt",
  "method": "ωB97M-V/def2-TZVPD",
  "lumo_ev": [-13.2, -13.3],
  "multiplicity": 2,
  "s_squared": 0.7988,
  "total_energy_ev": -292961.431,
  "de_lowest_kj_mol": 474.55,
  "mol_weight_g_mol": 974.11,
  "total_charge": 3,
  "orbital_gap_ev": [2.718, 2.615],
  "symbols": ["Pt", "C", "C", "C", "C", "O", "Ge", "O", "C", "C", "C", "C", "O", "C", "C", "C", "C", "H", "H", "H", "H", "H", "H", "H", "H", "H", "H", "H", "H", "H", "H", "H", "H", "H", "H", "H", "H", "H", "H", "H", "H", "H", "H", "H", "C", "As", "C", "C", "C", "C", "C", "C", "C", "As", "C", "C", "H", "H", "H", "H", "H", "H", "H", "H", "H", "H", "H", "H", "H", "H", "H", "H", "Br", "C", "C", "N", "C", "C", "C", "C", "O", "O", "H", "H", "H"],
  "positions_angstrom": [[-0.484, 0.467, -0.423], [4.529, -0.202, 1.610], [3.952, 0.129, 0.225], [3.699, -1.151, -0.586], [4.958, 1.026, -0.520], [2.712, 0.768, 0.359], [2.079, 2.397, -0.221], [0.464, 2.187, 0.856], [0.019, 3.003, 1.912], [1.048, 4.104, 2.205], [-1.318, 3.652, 1.529], [-0.142, 2.108, 3.155], [0.992, 1.544, -1.761], [0.604, 2.095, -2.989], [1.277, 3.456, -3.213], [-0.925, 2.255, -2.992], [1.060, 1.114, -4.090], [5.501, -0.673, 1.512], [3.873, -0.884, 2.144], [4.642, 0.701, 2.206], [4.632, -1.678, -0.752], [3.248, -0.903, -1.546], [3.013, -1.794, -0.034], [5.904, 0.509, -0.650], [5.126, 1.934, 0.061], [4.548, 1.294, -1.495], [1.145, 4.756, 1.335], [2.019, 3.663, 2.438], [0.727, 4.706, 3.048], [-1.166, 4.373, 0.729], [-1.740, 4.169, 2.385], [-2.022, 2.897, 1.185], [0.832, 1.734, 3.458], [-0.789, 1.266, 2.913], [-0.575, 2.674, 3.973], [0.910, 4.179, -2.483], [1.058, 3.822, -4.213], [2.359, 3.358, -3.109], [-1.233, 2.816, -2.108], [-1.407, 1.272, -2.971], [-1.253, 2.794, -3.876], [2.134, 1.187, -4.240], [0.558, 1.343, -5.025], [0.822, 0.093, -3.779], [-0.964, -3.810, 2.507], [-0.280, -2.342, 1.388], [1.088, -1.525, 2.505], [0.629, -3.221, -0.127], [1.588, -4.181, 0.158], [2.252, -4.801, -0.892], [1.933, -4.490, -2.202], [0.953, -3.548, -2.483], [0.297, -2.906, -1.439], [-1.107, -1.576, -1.723], [-1.647, -1.639, -3.613], [-2.630, -2.585, -1.020], [-0.124, -4.403, 2.878], [-1.644, -4.452, 1.947], [-1.494, -3.378, 3.358], [1.862, -2.263, 2.725], [0.635, -1.193, 3.441], [1.506, -0.659, 1.988], [1.836, -4.439, 1.179], [3.022, -5.526, -0.673], [2.447, -4.982, -3.013], [0.694, -3.312, -3.508], [-0.892, -1.297, -4.320], [-2.538, -1.013, -3.729], [-1.921, -2.675, -3.844], [-2.511, -3.631, -1.323], [-3.557, -2.204, -1.453], [-2.707, -2.536, 0.068], [-6.063, 0.113, 5.215], [-5.756, 0.338, 3.368], [-6.817, 0.686, 2.514], [-6.605, 0.840, 1.242], [-5.442, 0.726, 0.663], [-4.322, 0.409, 1.438], [-4.492, 0.195, 2.802], [-2.963, 0.356, 0.804], [-2.794, 0.875, -0.320], [-2.020, -0.181, 1.433], [-7.820, 0.846, 2.885], [-5.375, 0.888, -0.403], [-3.644, -0.066, 3.419]]
}



2.
{
  "formula": "C28H46BrHgNOP2",
  "method": "ωB97M-V/def2-TZVPD",
  "lumo_ev": [-8.7, -8.3],
  "total_energy_ev": -126098.029,
  "de_lowest_kj_mol": 0.00,
  "mol_weight_g_mol": 755.12,
  "total_charge": 2,
  "orbital_gap_ev": [3.940, 4.543],
  "symbols": ["N", "C", "C", "C", "C", "C", "C", "Hg", "P", "C", "C", "C", "C", "C", "C", "C", "Br", "H", "H", "H", "H", "H", "H", "H", "H", "H", "H", "P", "C", "C", "H", "H", "H", "H", "H", "C", "C", "H", "H", "H", "H", "H", "C", "C", "H", "H", "H", "H", "H", "C", "C", "H", "H", "H", "H", "H", "C", "C", "H", "H", "H", "H", "H", "C", "C", "H", "H", "H", "H", "H", "C", "C", "C", "O", "H", "H", "H", "H", "H", "H"],
  "positions_angstrom": [[-6.801, -6.339, 4.639], [-6.754, -5.204, 5.347], [-5.815, -4.188, 5.094], [-4.901, -4.341, 4.028], [-4.931, -5.579, 3.333], [-5.907, -6.533, 3.670], [-4.037, -3.260, 3.585], [0.046, 1.300, 0.086], [0.409, 3.617, -4.501], [-3.381, -3.324, 2.398], [-2.539, -2.279, 1.895], [-2.434, -2.111, 0.500], [-1.756, -1.018, -0.017], [-1.121, -0.184, 0.892], [-1.191, -0.306, 2.271], [-1.904, -1.385, 2.779], [1.714, 3.130, -0.255], [-4.013, -2.363, 4.201], [-3.579, -4.166, 1.734], [-5.838, -3.281, 5.693], [-4.258, -5.825, 2.520], [-7.503, -5.087, 6.138], [-5.970, -7.480, 3.119], [-2.931, -2.827, -0.154], [-1.988, -1.564, 3.852], [-1.722, -0.839, -1.093], [-0.699, 0.403, 2.937], [1.993, -0.781, -0.199], [-0.943, 4.079, -3.364], [-2.020, 4.828, -4.172], [-0.513, 4.734, -2.591], [-1.352, 3.178, -2.884], [-2.702, 5.362, -3.505], [-1.565, 5.566, -4.844], [-2.620, 4.146, -4.785], [0.072, 1.900, -5.016], [0.701, 1.639, -6.389], [-1.022, 1.800, -5.075], [0.454, 1.209, -4.250], [0.290, 0.726, -6.828], [0.496, 2.464, -7.081], [1.787, 1.517, -6.328], [1.976, 3.544, -3.588], [2.695, 4.900, -3.584], [2.616, 2.777, -4.057], [1.743, 3.244, -2.544], [3.677, 4.805, -3.109], [2.852, 5.276, -4.603], [2.128, 5.654, -3.026], [3.769, -0.306, -0.080], [4.770, -1.344, 0.427], [3.779, 0.593, 0.555], [4.052, 0.015, -1.094], [4.676, -1.527, 1.503], [4.688, -2.304, -0.094], [5.781, -0.963, 0.247], [1.815, -1.257, -1.973], [1.033, -2.532, -2.287], [2.834, -1.313, -2.386], [1.321, -0.387, -2.440], [1.668, -3.421, -2.198], [0.156, -2.663, -1.643], [0.680, -2.481, -3.325], [1.862, -2.331, 0.759], [2.014, -2.154, 2.273], [2.618, -3.028, 0.363], [0.872, -2.750, 0.528], [1.307, -2.822, 2.784], [3.024, -2.420, 2.613], [1.795, -1.129, 2.601], [1.614, 4.451, 2.820], [2.025, 3.006, 2.978], [3.501, 2.799, 3.223], [1.244, 2.056, 2.876], [2.173, 5.104, 3.499], [0.542, 4.565, 3.002], [1.841, 4.766, 1.791], [3.659, 1.870, 3.781], [4.008, 2.738, 2.248], [3.940, 3.634, 3.781]]
}



3.
{
  "formula": "C28H46BrN3P2SZn",
  "method": "ωB97M-V/def2-TZVPD",
  "lumo_ev": -7.1,
  "total_energy_ev": -182110.457,
  "de_lowest_kj_mol": 101.23,
  "mol_weight_g_mol": 664.01,
  "total_charge": 2,
  "orbital_gap_ev": 5.435,
  "symbols": ["N", "C", "C", "C", "C", "C", "C", "Zn", "P", "C", "C", "C", "C", "C", "C", "C", "Br", "H", "H", "H", "H", "H", "H", "H", "H", "H", "H", "P", "C", "C", "H", "H", "H", "H", "H", "C", "C", "H", "H", "H", "H", "H", "C", "C", "H", "H", "H", "H", "H", "C", "C", "H", "H", "H", "H", "H", "C", "C", "H", "H", "H", "H", "H", "C", "C", "H", "H", "H", "H", "H", "S", "C", "N", "C", "C", "N", "H", "H", "H", "H", "H", "H"],
  "positions_angstrom": [[-6.672, 4.938, -4.792], [-6.396, 5.340, -3.548], [-5.535, 4.626, -2.694], [-4.835, 3.479, -3.171], [-5.146, 3.075, -4.508], [-6.077, 3.837, -5.256], [-3.819, 2.861, -2.282], [-0.861, -0.079, 0.596], [4.395, -0.540, 0.519], [-2.725, 2.096, -2.631], [-1.564, 1.953, -1.771], [-0.241, 1.756, -2.267], [0.849, 2.267, -1.527], [0.585, 3.051, -0.390], [-0.648, 2.924, 0.291], [-1.689, 2.250, -0.383], [2.021, 4.012, 0.203], [-3.962, 3.121, -1.217], [-2.696, 1.658, -3.646], [-5.395, 5.015, -1.686], [-4.699, 2.197, -4.983], [-6.903, 6.249, -3.225], [-6.349, 3.522, -6.267], [-0.066, 1.207, -3.194], [-2.651, 2.134, 0.117], [1.897, 2.126, -1.843], [-0.838, 3.330, 1.288], [-0.676, -2.429, -0.087], [4.405, 1.272, 0.318], [5.785, 1.728, -0.178], [4.209, 1.712, 1.306], [3.612, 1.564, -0.391], [5.875, 2.815, -0.081], [6.586, 1.268, 0.425], [5.942, 1.466, -1.234], [3.765, -1.092, -1.099], [4.830, -1.969, -1.772], [3.523, -0.217, -1.725], [2.853, -1.681, -0.923], [4.579, -2.133, -2.828], [5.826, -1.499, -1.726], [4.891, -2.955, -1.291], [3.148, -1.028, 1.750], [3.902, -1.830, 2.818], [2.380, -1.648, 1.258], [2.669, -0.137, 2.195], [3.259, -2.550, 3.328], [4.726, -2.397, 2.367], [4.346, -1.186, 3.582], [-0.730, -3.794, 1.160], [-1.830, -4.867, 1.116], [-0.772, -3.281, 2.131], [0.251, -4.296, 1.113], [-2.818, -4.462, 1.366], [-1.903, -5.360, 0.139], [-1.599, -5.647, 1.858], [0.579, -3.062, -1.268], [0.383, -2.673, -2.728], [0.702, -4.158, -1.173], [1.524, -2.622, -0.928], [-0.590, -3.002, -3.102], [0.463, -1.584, -2.867], [1.156, -3.133, -3.361], [-2.324, -2.438, -0.916], [-3.447, -2.238, 0.114], [-2.449, -3.334, -1.552], [-2.268, -1.557, -1.576], [-4.075, -1.371, -0.128], [-4.117, -3.104, 0.176], [-3.067, -2.049, 1.129], [-1.495, -0.100, 2.870], [-0.291, -0.015, 4.109], [0.983, 0.440, 4.018], [1.671, 0.479, 5.295], [0.555, 0.166, 6.284], [-0.522, -0.319, 5.415], [1.411, 0.779, 3.156], [2.083, 1.479, 5.469], [2.458, -0.293, 5.351], [0.230, 1.086, 6.799], [0.868, -0.585, 7.010], [-1.436, -0.563, 5.774]]
}



4.
{
  "formula": "C28H46ClN10O2Tm",
  "method": "ωB97M-V/def2-TZVPD",
  "lumo_ev": [-5.3, -5.3],
  "multiplicity": 3,
  "s_squared": 2.0019,
  "total_energy_ev": -90825.962,
  "de_lowest_kj_mol": 35.28,
  "mol_weight_g_mol": 759.13,
  "total_charge": 2,
  "orbital_gap_ev": [8.510, 8.526],
  "symbols": ["Tm", "C", "C", "N", "C", "C", "N", "C", "C", "C", "N", "C", "C", "N", "C", "H", "H", "H", "H", "H", "H", "H", "H", "H", "H", "H", "H", "H", "H", "H", "H", "H", "H", "H", "H", "H", "H", "H", "H", "N", "C", "C", "C", "C", "N", "C", "N", "N", "C", "O", "O", "H", "H", "H", "H", "H", "H", "H", "H", "H", "H", "H", "H", "H", "H", "C", "C", "N", "C", "C", "C", "C", "C", "C", "C", "C", "C", "N", "C", "H", "H", "H", "H", "H", "H", "H", "H", "Cl"],
  "positions_angstrom": [[-0.464, 0.153, -0.107], [-2.777, 2.616, -1.832], [-1.350, 3.154, -1.902], [-0.534, 2.607, -0.758], [-0.514, 3.601, 0.340], [-0.126, 3.065, 1.706], [-0.711, 1.756, 1.993], [-1.748, 1.831, 3.008], [-3.000, 2.621, 2.592], [-4.060, 1.782, 1.867], [-3.440, 0.756, 1.021], [-4.374, 0.293, 0.010], [-3.698, -0.660, -1.020], [-2.483, 0.062, -1.600], [-2.994, 1.233, -2.419], [-3.321, 3.337, -2.414], [-3.191, 2.702, -0.812], [-1.303, 4.225, -1.864], [-0.872, 2.840, -2.854], [0.436, 2.435, -1.086], [-1.554, 4.057, 0.318], [0.168, 4.412, 0.109], [-0.389, 3.771, 2.501], [0.932, 2.905, 1.774], [0.052, 1.221, 2.294], [-1.298, 2.248, 3.928], [-2.068, 0.800, 3.236], [-2.676, 3.427, 1.914], [-3.543, 3.151, 3.404], [-4.645, 2.437, 1.240], [-4.709, 1.319, 2.551], [-3.250, -0.032, 1.610], [-4.848, 1.141, -0.543], [-5.184, -0.239, 0.510], [-4.403, -0.833, -1.853], [-3.416, -1.603, -0.540], [-2.053, -0.598, -2.252], [-4.048, 1.032, -2.613], [-2.509, 1.200, -3.443], [1.913, -1.368, -0.150], [2.998, -0.419, -0.406], [4.327, -0.770, 0.267], [5.372, 0.349, 0.451], [5.860, 1.088, -0.777], [5.784, 0.296, -2.041], [5.211, 0.741, -3.193], [5.766, 0.373, -4.345], [4.205, 1.556, -3.123], [2.450, 0.959, -0.021], [2.954, 1.959, -0.514], [1.422, 1.009, 0.749], [2.002, -1.734, 0.783], [1.925, -2.152, -0.760], [3.105, -0.373, -1.484], [4.789, -1.647, -0.205], [4.037, -1.028, 1.316], [6.230, -0.130, 0.983], [4.989, 1.126, 1.094], [6.846, 1.409, -0.532], [5.243, 1.939, -0.979], [6.507, -0.400, -2.233], [6.666, -0.133, -4.416], [5.181, 0.358, -5.166], [3.678, 1.642, -2.233], [4.039, 2.122, -3.939], [-1.239, -3.930, -2.313], [-0.950, -2.619, -1.901], [-0.952, -2.193, -0.646], [-1.123, -3.109, 0.320], [-1.434, -4.448, 0.003], [-1.474, -4.838, -1.376], [-1.732, -5.446, 1.033], [-1.709, -5.098, 2.322], [-1.277, -3.777, 2.689], [-0.965, -3.480, 4.027], [-0.535, -2.221, 4.329], [-0.282, -1.318, 3.288], [-0.572, -1.530, 2.005], [-1.034, -2.790, 1.729], [-1.200, -4.147, -3.367], [-0.703, -1.878, -2.628], [-1.800, -5.782, -1.684], [-1.931, -6.457, 0.724], [-1.744, -5.836, 3.141], [-1.204, -4.219, 4.747], [-0.325, -1.869, 5.358], [0.011, -0.289, 3.541], [0.640, 0.276, -2.482]]
}



5.
{
  "formula": "C28H46F13N3O12P",
  "method": "ωB97M-V/def2-TZVPD",
  "lumo_ev": -3.5,
  "total_energy_ev": -103435.194,
  "mol_weight_g_mol": 894.63,
  "total_charge": 1,
  "orbital_gap_ev": 8.933,
  "symbols": ["C", "C", "O", "P", "O", "C", "C", "C", "C", "C", "C", "C", "F", "N", "C", "N", "N", "O", "O", "C", "C", "H", "H", "H", "H", "H", "H", "H", "H", "H", "H", "H", "H", "H", "H", "H", "H", "H", "H", "H", "H", "H", "H", "H", "H", "H", "H", "C", "C", "O", "C", "O", "C", "F", "F", "F", "H", "H", "H", "H", "H", "C", "C", "O", "C", "O", "C", "F", "F", "F", "H", "H", "H", "H", "H", "C", "C", "O", "C", "O", "C", "F", "F", "F", "H", "H", "H", "H", "H", "C", "C", "O", "C", "O", "C", "F", "F", "F", "H", "H", "H", "H", "H"],
  "positions_angstrom": [[5.342, 1.442, -0.416], [3.939, 0.967, -0.720], [3.917, -0.469, -0.683], [2.651, -1.275, -1.169], [2.575, -1.435, -2.636], [1.183, -0.367, -0.637], [-0.108, -1.002, -1.172], [-1.174, 0.033, -1.542], [-2.539, -0.093, -0.898], [-2.693, 0.511, 0.500], [-1.612, 1.511, 0.924], [-1.761, 2.897, 0.305], [-1.418, 3.843, 1.247], [-3.349, 0.666, -1.922], [-2.733, 0.555, -3.091], [-3.229, 1.046, -4.228], [-1.550, -0.100, -3.002], [-0.594, 0.578, -3.799], [2.813, -2.593, -0.327], [1.770, -3.573, -0.167], [1.407, -4.305, -1.440], [6.074, 0.993, -1.083], [5.361, 2.528, -0.526], [5.584, 1.231, 0.625], [3.260, 1.376, 0.035], [3.596, 1.331, -1.693], [1.162, -0.283, 0.453], [1.270, 0.655, -1.010], [-0.537, -1.647, -0.404], [0.087, -1.576, -2.077], [-0.822, 1.065, -1.491], [-2.942, -1.108, -0.912], [-3.643, 1.056, 0.504], [-2.802, -0.279, 1.241], [-0.616, 1.095, 0.772], [-1.730, 1.659, 1.999], [-1.103, 3.056, -0.553], [-2.803, 3.067, 0.025], [-4.336, 0.439, -1.983], [-3.623, 1.972, -4.239], [-3.171, 0.536, -5.093], [0.075, -0.094, -4.013], [2.185, -4.293, 0.538], [0.907, -3.133, 0.337], [0.969, -3.661, -2.202], [2.281, -4.808, -1.849], [0.661, -5.059, -1.179], [-1.278, 1.625, 6.947], [0.001, 0.826, 7.045], [0.334, 0.196, 5.780], [0.880, 0.977, 4.871], [1.142, 2.138, 4.951], [1.201, 0.148, 3.607], [0.152, -0.607, 3.226], [2.237, -0.664, 3.822], [1.501, 0.957, 2.586], [-2.095, 0.995, 6.596], [-1.539, 2.021, 7.927], [-1.170, 2.460, 6.257], [-0.106, -0.002, 7.742], [0.840, 1.438, 7.369], [6.026, -2.821, -0.996], [6.443, -4.149, -1.581], [7.823, -4.457, -1.283], [8.060, -4.909, -0.064], [7.265, -5.103, 0.807], [9.569, -5.212, 0.094], [10.313, -4.198, -0.359], [9.882, -6.311, -0.607], [9.867, -5.422, 1.371], [6.684, -2.024, -1.345], [5.005, -2.588, -1.290], [6.066, -2.838, 0.093], [6.392, -4.129, -2.668], [5.813, -4.964, -1.226], [-2.779, 8.990, 1.876], [-3.425, 7.698, 1.429], [-3.679, 6.817, 2.544], [-4.737, 7.100, 3.286], [-5.513, 7.994, 3.137], [-4.877, 6.038, 4.402], [-3.710, 5.822, 5.018], [-5.284, 4.874, 3.861], [-5.772, 6.420, 5.302], [-1.867, 8.784, 2.436], [-2.528, 9.600, 1.008], [-3.447, 9.562, 2.518], [-2.754, 7.138, 0.781], [-4.353, 7.879, 0.886], [-5.868, -2.608, -5.023], [-5.306, -3.987, -5.282], [-3.951, -4.111, -4.786], [-3.822, -4.294, -3.485], [-4.689, -4.357, -2.665], [-2.327, -4.459, -3.130], [-1.590, -3.485, -3.691], [-1.874, -5.636, -3.557], [-2.153, -4.385, -1.809], [-5.219, -1.847, -5.461], [-6.857, -2.521, -5.471], [-5.958, -2.415, -3.955], [-5.228, -4.184, -6.348], [-5.923, -4.765, -4.836]]
}